# 1
Computed, not measured: a structure of composition H7S4, with wB97M-V/def2-TZVPD.

Each line ends with the Mulliken charge.
Cartesian coordinates (Å):
S  -1.060  1.771  0.269  -0.7496
H  -1.873  2.351  -0.609  0.0805
S  0.720  0.235  -2.668  -0.3132
H  0.416  1.040  -1.617  0.1460
H  0.986  -0.790  -1.871  0.1118
S  -2.798  -0.958  -0.494  -0.5046
H  -3.822  -0.751  0.347  0.0599
H  -2.002  0.270  0.064  0.1703
S  3.632  -1.335  1.922  -0.3097
H  2.406  -1.735  2.279  0.1575
H  3.396  -0.098  2.379  0.1509

Results
- Total energy: -1596.964877 a.u.
- Relative energy (zero: lowest compared OMol25 entry of this formula, charge and spin): 0.044 eV
- Molar mass: 135.3 Da
- Orbital gap: 6.63 eV
- Total charge: -1
- Maximum force: 0.63 eV/A
- Spin multiplicity: 1

# 2
Computed, not measured: a cluster of 40 separate species, H80O40 in total at a distorted geometry, with wB97M-V/def2-TZVPD.

Each line ends with the Mulliken spin population.
Cartesian coordinates (Å):
H  5.697  -2.761  0.063  -0.0003
H  4.221  -2.698  0.024  -0.0023
O  4.925  -2.514  0.591  -0.0264
H  3.400  4.726  2.219  -0.0001
H  2.551  3.548  2.049  0.0006
O  3.116  3.975  2.714  0.0013
H  -2.517  0.824  -5.302  -0.0028
H  -3.451  1.518  -4.339  -0.0064
O  -2.598  1.724  -4.917  0.0395
H  -1.954  0.207  -1.466  -0.0153
H  -2.618  0.522  -0.025  0.0082
O  -2.794  0.520  -0.987  0.1442
H  2.857  -0.444  0.128  -0.0003
H  2.321  -0.324  -1.160  -0.0120
O  2.184  -0.933  -0.371  0.0378
H  -2.801  0.948  4.717  0.0019
O  -2.096  0.896  5.428  -0.0016
H  1.537  -1.005  5.609  0.0114
O  1.898  -1.115  4.718  -0.0247
H  -0.072  -0.790  2.542  -0.0221
H  1.071  -0.176  1.599  0.0135
O  0.817  -0.860  2.248  0.0556
H  4.227  2.417  2.370  0.0022
H  5.009  1.203  2.574  -0.0016
O  5.136  2.153  2.583  0.0003
H  0.517  2.473  -0.477  0.0040
H  -0.890  2.196  -0.975  -0.0096
O  0.011  2.198  -1.277  0.0541
H  -4.167  0.529  -2.397  0.0074
H  -4.444  0.160  -3.596  -0.0014
O  -4.504  1.058  -3.158  -0.0004
H  -3.323  2.935  -3.404  0.0001
O  -2.891  3.757  -3.173  0.0014
H  0.065  -1.544  -4.395  0.0143
H  -0.666  -1.855  -5.721  0.0186
O  -0.801  -1.590  -4.843  -0.0877
H  3.417  1.294  -2.797  -0.0020
H  4.854  1.665  -3.151  0.0006
O  4.332  1.208  -2.549  -0.0047
H  -4.520  -2.261  -4.414  0.0431
H  -2.971  -2.168  -4.099  0.0337
O  -3.899  -1.594  -4.077  -0.1241
H  2.628  1.404  1.243  0.0079
H  3.541  1.379  0.238  0.0030
O  2.546  1.673  0.313  -0.0012
H  -1.988  2.508  2.947  0.0062
H  -1.245  3.783  2.790  0.0029
O  -1.946  3.398  3.366  -0.0004
H  -0.311  2.550  -5.755  0.0036
H  1.123  2.471  -6.304  0.0024
O  0.588  2.235  -5.531  -0.0167
H  -1.840  -2.215  0.578  -0.0192
O  -1.042  -2.481  1.192  0.6198
H  -0.285  4.801  0.606  -0.0019
H  -0.820  3.344  0.597  0.0022
O  -0.072  3.896  0.859  0.0098
H  1.674  -2.617  -0.099  -0.0313
O  1.493  -3.246  -0.765  0.1162
H  -3.727  -2.206  1.325  0.0271
H  -2.954  -0.950  1.937  0.0488
O  -3.293  -1.350  1.177  -0.0310
H  0.112  3.960  -3.382  0.0012
H  0.676  4.664  -2.110  -0.0004
O  0.210  4.821  -2.951  0.0001
H  -4.899  -1.703  3.298  -0.0096
H  -6.056  -0.796  2.974  -0.0029
O  -5.361  -0.931  3.591  0.0127
H  3.908  -3.342  2.908  0.0070
H  3.492  -3.191  4.271  0.0030
O  4.354  -3.349  3.819  0.0058
H  -3.528  3.735  0.109  0.0024
H  -2.684  4.435  -0.951  -0.0009
O  -2.595  4.065  -0.043  0.0055
H  2.220  -0.196  -4.366  -0.0025
H  2.295  -0.753  -5.717  -0.0013
O  2.149  -1.096  -4.796  0.0019
H  -1.615  6.239  -0.405  0.0001
H  -0.454  6.251  -1.370  0.0001
O  -0.617  5.999  -0.464  0.0005
H  -3.086  -1.109  4.455  0.0129
H  -2.496  -2.343  3.633  -0.0097
O  -2.546  -1.411  3.717  0.1019
H  1.373  1.428  -2.110  -0.0004
H  1.218  1.565  -3.689  -0.0108
O  1.771  1.162  -2.969  0.0279
H  -1.035  -2.581  -2.545  0.0270
H  0.232  -2.542  -1.665  0.0421
O  -0.639  -2.182  -1.788  -0.0962
H  1.233  -5.008  1.797  0.0625
O  2.028  -4.968  1.290  -0.1857
H  4.642  -1.100  2.908  -0.0049
H  3.387  -0.472  3.176  -0.0092
O  4.046  -0.390  2.453  0.0556
H  -1.096  -3.486  1.103  0.0482
H  -1.688  1.808  5.252  0.0010
H  2.286  -3.731  -1.034  -0.0225
H  1.335  -0.971  3.931  0.0075
H  -1.970  3.625  -3.060  0.0015
H  2.919  -4.806  1.680  0.0459
O  -4.254  -4.585  0.906  0.0517
H  -3.533  -5.231  0.944  0.1380
H  -4.884  -4.867  0.252  0.0405
O  -0.713  -0.104  0.147  0.2769
H  0.041  -0.055  -0.394  -0.0015
H  -0.465  -0.984  0.663  -0.0187
O  3.578  -2.687  -2.069  -0.0326
H  3.470  -1.751  -1.862  -0.0048
H  4.347  -2.832  -2.625  0.0049
O  -2.353  -3.985  3.752  0.0990
H  -1.759  -4.047  2.960  0.0801
H  -1.905  -4.215  4.573  -0.0954
O  -1.623  -5.795  1.218  -1.4178
H  -2.051  -5.991  0.362  0.2692
H  -1.103  -6.574  1.444  0.5888
O  6.216  0.054  0.241  0.0033
H  6.128  0.238  1.227  -0.0009
H  6.399  0.941  -0.119  -0.0005
O  -4.644  3.094  1.126  0.0014
H  -5.400  3.149  0.512  -0.0005
H  -4.350  2.160  1.324  0.0057

Results
- Total energy: -3057.439831 a.u.
- Relative energy (zero: lowest compared OMol25 entry of this formula, charge and spin): 3.067 eV
- Molar mass: 720.6 Da
- Orbital gap (spin up / spin down): 1.74 / 9.01 eV
- Total charge: -1
- Maximum force: 4.22 eV/A
- Spin multiplicity: 2